DFT (ωB97M-V with the def2-TZVPD basis set) results for a molecular structure, C28H27BF4N7O2S4W.

Positions of all 74 atoms, in Å:
C: -0.9931 1.3690 4.9638
W: -1.1298 -0.5360 -0.1506
H: 2.5981 -5.2689 0.4821
C: -3.1220 1.1557 -1.8085
H: 4.3881 0.5431 -0.5274
F: -1.8090 -3.6642 2.1247
N: -3.9273 -2.9494 0.4685
N: 1.9177 0.2212 -0.1530
H: 2.9300 4.9996 -1.0735
F: -0.8031 -2.3000 3.6502
C: -0.2420 1.0301 2.6804
H: 0.9337 -5.3403 -1.3645
C: 0.7628 -2.5325 1.1602
C: 4.2600 2.0459 -2.0717
H: -4.4536 2.2396 -3.1554
C: 1.8315 -4.5125 0.4026
F: -1.7337 -1.3998 1.7622
C: -3.4860 2.0758 -2.7231
H: 0.7266 1.9257 -1.2860
H: 0.6556 -1.7342 1.8877
N: 0.7014 0.3204 0.5604
H: 4.9002 4.0289 -4.7401
H: -1.7823 -4.5889 -1.3523
N: -0.1111 -2.5267 0.1264
H: -0.7762 1.4447 6.0169
C: 0.0216 1.1735 4.0586
H: 2.7982 1.7189 1.3512
C: 4.7254 2.4420 -3.3206
H: 5.3925 0.2240 -1.9420
C: 1.7311 -3.4958 1.3406
C: 1.7993 -0.2590 -1.3369
H: -2.9607 -3.1814 0.6742
H: -2.4906 -2.7868 -2.7619
N: -1.7700 1.1471 -1.4763
C: -1.1270 -3.8065 -1.7723
C: -2.3089 1.4729 4.5035
C: 3.4149 4.2786 -1.7167
H: 2.1589 2.0376 2.9805
N: -3.3217 -0.9017 -0.5483
B: -1.8635 -2.4830 2.8293
H: 5.2441 1.7311 -3.9486
H: -5.9871 0.9978 -1.2687
C: 0.8623 0.8665 1.7439
H: -3.6154 1.4019 2.7982
F: -3.0725 -2.2720 3.3872
H: 0.5887 3.1765 -2.4456
O: -1.8740 -2.6397 -2.0278
H: 2.7940 0.4438 2.5412
H: 2.3830 -3.4327 2.1965
C: 4.4370 0.6308 -1.6104
C: 4.5291 3.7359 -3.7701
H: 1.0342 1.0978 4.4201
H: 3.2732 2.6906 -0.2819
S: 0.3362 -0.7195 -2.1385
C: -4.2068 -1.7265 -0.0144
C: 0.9181 -4.5450 -0.6357
H: -0.6583 -4.2106 -2.6766
H: 3.7280 5.6725 -3.3153
C: 3.8680 4.6590 -2.9709
C: 2.2300 1.3071 2.1833
S: -2.1319 3.0528 -3.1545
O: -1.9014 0.9192 0.9655
C: -1.5787 1.0884 2.2489
C: -2.6012 1.3434 3.1660
N: 0.1274 2.5121 -1.8455
H: -4.5766 -3.3538 1.1294
C: -3.9662 0.1897 -1.1232
C: -5.3031 0.2324 -0.9587
C: 3.6103 2.9784 -1.2724
H: -3.1103 1.6414 5.2075
C: -0.0572 -3.5625 -0.7409
S: -5.8387 -1.1704 -0.1109
C: -1.1356 2.1435 -2.0782
S: 3.2154 -0.5064 -2.3416

The maximum force is 1.02 eV/Å. The value obtained for the HOMO energy (alpha / beta) is -10.36 / -10.80 eV. Its spin multiplicity is 3. Its gap between HOMO and LUMO (alpha / beta) is 7.57 / 7.42 eV. The expectation value of S² is 2.0148. Its total charge is +1. The LUMO energy (alpha / beta) comes out at -2.79 / -3.38 eV. The calculation puts the energy above the lowest of the compared OMol25 structures with the same formula, charge and spin at 0.645 eV.